1.
Formula: C39H104O13
Source: OMol25
Level of theory: ωB97M-V/def2-TZVPD

Each line ends with the Löwdin charge.
Cartesian coordinates (Å):
C1 -1.9206 17.2560 4.1081  -0.068
C2 -2.8369 17.0631 5.3072  -0.416
C3 -3.5860 18.3121 5.6388  -0.071
O1 -3.8989 16.0592 4.9276  -0.084
H1 -1.1011 17.9474 4.3503  0.049
H2 -2.4689 17.6013 3.2348  0.084
H3 -1.4489 16.3063 3.8307  0.088
H4 -2.3367 16.7126 6.2167  0.141
H5 -4.2664 18.0948 6.4670  0.067
H6 -4.2514 18.6653 4.8496  0.057
H7 -2.9219 19.1142 5.9644  0.085
H8 -3.5457 15.1735 5.0710  0.076
C4 -0.4375 24.9421 3.8941  -0.041
C5 -0.2844 24.4981 5.3547  -0.448
C6 0.9627 24.9632 6.0284  -0.050
O2 -1.3925 25.0115 6.1436  -0.102
H9 -0.5982 26.0221 3.7968  0.077
H10 -1.2806 24.4079 3.4386  0.060
H11 0.4564 24.7427 3.2905  0.083
H12 -0.3391 23.4080 5.3863  0.139
H13 1.1620 26.0350 5.9623  0.091
H14 1.8389 24.4433 5.6316  0.085
H15 0.8796 24.7308 7.0929  0.080
H16 -2.2066 24.6275 5.7592  0.051
C7 -1.9376 19.1744 -2.4279  -0.064
C8 -3.0406 19.1027 -1.3913  -0.474
C9 -2.5868 19.7762 -0.0969  -0.045
O3 -4.1776 19.8321 -1.9139  -0.070
H17 -2.0216 18.3981 -3.1898  0.076
H18 -0.9684 19.0494 -1.9309  0.074
H19 -1.9226 20.1566 -2.8937  0.085
H20 -3.3723 18.0813 -1.1863  0.134
H21 -1.7857 19.1689 0.3145  0.057
H22 -3.4728 19.8095 0.5510  0.061
H23 -2.3197 20.8285 -0.1835  0.090
H24 -4.5840 19.3625 -2.6480  0.087
C10 -2.8897 22.9571 8.2637  -0.075
C11 -2.2774 23.4922 9.5209  -0.494
C12 -2.1208 22.4521 10.6027  -0.052
O4 -1.0209 24.1415 9.2386  -0.055
H25 -3.8746 22.5141 8.4573  0.067
H26 -2.3083 22.1608 7.7775  0.093
H27 -3.0377 23.7166 7.4980  0.050
H28 -2.9824 24.2524 9.9067  0.117
H29 -1.4326 21.6400 10.3524  0.083
H30 -3.0987 21.9862 10.7683  0.072
H31 -1.8205 22.9041 11.5489  0.080
H32 -1.1132 24.6331 8.4051  0.052
C13 -4.2542 27.4904 7.0030  -0.060
C14 -3.0890 27.9722 7.8807  -0.453
C15 -3.2266 27.4273 9.3025  -0.051
O5 -1.8113 27.5502 7.3390  -0.068
H33 -4.2763 26.3888 6.9753  0.073
H34 -4.1532 27.8390 5.9772  0.063
H35 -5.2001 27.8263 7.4358  0.078
H36 -3.1225 29.0732 7.8708  0.132
H37 -3.3338 26.3303 9.2136  0.058
H38 -4.0812 27.7754 9.8834  0.077
H39 -2.2985 27.5137 9.8708  0.082
H40 -1.9891 26.7997 6.7387  0.044
C16 0.2025 18.8141 2.6250  -0.078
C17 1.4404 17.8940 2.6343  -0.456
C18 2.0224 17.6790 1.2317  -0.054
O6 2.4442 18.4189 3.5473  -0.058
H41 -0.5472 18.3690 1.9611  0.060
H42 0.4524 19.8315 2.3054  0.090
H43 -0.2346 18.9116 3.6204  0.042
H44 1.0994 16.9340 3.0416  0.130
H45 2.7544 16.8793 1.2915  0.080
H46 2.4531 18.6115 0.8547  0.083
H47 1.2021 17.4295 0.5580  0.075
H48 3.0545 18.9405 3.0073  0.080
C19 -4.1338 22.4711 3.0350  -0.064
C20 -4.7445 22.9522 4.3114  -0.427
C21 -4.8809 21.7926 5.2575  -0.040
O7 -3.8522 23.9510 4.9486  -0.103
H49 -4.8124 21.9106 2.3856  0.049
H50 -3.2781 21.8279 3.2502  0.088
H51 -3.7342 23.2842 2.4145  0.082
H52 -5.6734 23.5156 4.1414  0.123
H53 -5.1294 22.1084 6.2764  0.070
H54 -3.9553 21.2255 5.3426  0.071
H55 -5.7007 21.1437 4.9299  0.069
H56 -3.9780 24.7926 4.4452  0.045
C22 -7.4981 26.5400 5.0283  -0.043
C23 -7.5443 27.9043 4.4544  -0.477
C24 -8.1585 28.8849 5.4220  -0.054
O8 -6.1898 28.3226 4.1841  -0.076
H57 -6.6679 26.4325 5.7329  0.076
H58 -7.3509 25.7757 4.2652  0.059
H59 -8.3949 26.3668 5.6246  0.091
H60 -8.1602 28.0018 3.5546  0.140
H61 -8.3418 29.8443 4.9337  0.082
H62 -7.4245 29.0948 6.2060  0.086
H63 -9.0701 28.4824 5.8543  0.082
H64 -6.2354 29.0709 3.5731  0.110
C25 -6.2577 24.6093 8.3872  -0.042
C26 -6.8614 23.8274 9.5439  -0.489
C27 -7.9781 22.9109 9.1794  -0.066
O9 -5.8144 23.0938 10.1972  -0.057
H65 -6.5211 25.6617 8.4076  0.073
H66 -6.3919 24.1064 7.4202  0.079
H67 -5.1624 24.5841 8.4765  0.055
H68 -7.2349 24.5783 10.2595  0.134
H69 -7.5928 22.1107 8.5361  0.078
H70 -8.8001 23.3628 8.6181  0.087
H71 -8.4259 22.4789 10.0802  0.084
H72 -6.2190 22.3418 10.6470  0.085
C28 -4.3749 26.6390 1.2197  -0.049
C29 -3.5555 26.5508 2.4572  -0.473
C30 -2.8102 27.8401 2.7278  -0.048
O10 -4.4183 26.2897 3.5967  -0.108
H73 -3.7856 26.9971 0.3738  0.089
H74 -5.1955 27.3460 1.3775  0.084
H75 -4.8187 25.6736 0.9743  0.071
H76 -2.8414 25.7254 2.4369  0.115
H77 -2.0099 28.0453 2.0112  0.088
H78 -2.3607 27.7815 3.7172  0.077
H79 -3.5167 28.6726 2.6518  0.083
H80 -4.8714 27.1326 3.8692  0.058
C31 -6.8722 16.9596 6.6721  -0.067
C32 -8.2419 17.5170 6.9285  -0.485
C33 -8.1994 19.0136 7.0177  -0.078
O11 -9.1537 17.1445 5.8702  -0.056
H81 -6.4200 17.1832 5.7052  0.060
H82 -6.8737 15.8677 6.6941  0.086
H83 -6.2350 17.3603 7.4714  0.082
H84 -8.6919 17.1478 7.8483  0.139
H85 -7.6509 19.3969 7.8921  0.078
H86 -9.1713 19.5018 6.9668  0.082
H87 -7.5896 19.4649 6.2070  0.075
H88 -8.9480 17.6536 5.0801  0.079
C34 -7.1430 23.7421 1.6949  -0.049
C35 -8.5472 23.2133 1.9264  -0.462
C36 -8.8858 22.9049 3.3857  -0.044
O12 -9.4730 24.1954 1.4080  -0.055
H89 -7.0756 23.8980 0.6157  0.092
H90 -6.3393 23.0651 1.9777  0.045
H91 -7.0605 24.7116 2.1912  0.069
H92 -8.7069 22.2836 1.3822  0.114
H93 -9.9525 22.9299 3.5885  0.079
H94 -8.3586 23.5827 4.0733  0.061
H95 -8.5366 21.8994 3.6652  0.069
H96 -9.3102 25.0470 1.8243  0.077
C37 -6.9827 19.8948 0.6060  -0.055
C38 -6.4539 18.6872 1.3120  -0.500
C39 -6.0154 19.1808 2.6868  -0.063
O13 -7.3188 17.5725 1.3563  -0.024
H97 -7.9166 20.2758 1.0184  0.074
H98 -7.0814 19.7981 -0.4770  0.084
H99 -6.2012 20.6505 0.7356  0.073
H100 -5.5321 18.3941 0.7743  0.130
H101 -6.7126 19.9020 3.1211  0.070
H102 -5.0009 19.5855 2.6802  0.062
H103 -5.9461 18.3318 3.3834  0.068
H104 -6.8468 16.8438 1.7694  0.090

## Properties
Lowest unoccupied orbital energy (eV): 0.242
Gap between HOMO and LUMO (eV): 9.6
HOMO energy (eV): -9.31
Spin multiplicity: 1

---

2.
Formula: C26H53BN3O7PSi
Source: OMol25
Level of theory: ωB97M-V/def2-TZVPD

Each line ends with the Löwdin charge.
Cartesian coordinates (Å):
C1 -2.2188 -2.7231 1.3573  -0.059
C2 -0.7830 -2.8337 0.7948  -0.183
C3 0.2731 -1.7530 1.0781  -0.143
B1 0.4649 -1.8570 2.7207  -0.488
O1 1.1147 -0.8925 3.4720  0.183
N1 -0.0447 -3.0232 3.5093  -0.104
C4 1.0639 -3.7053 4.2277  -0.065
C5 -0.9599 -2.5099 4.5584  -0.089
C6 1.6746 -2.2570 0.6458  -0.496
O2 1.9114 -3.4464 1.4812  -0.024
C7 3.1113 -3.9924 1.2579  -0.357
N2 4.1871 -4.3949 1.3073  0.206
P1 2.1289 -2.8929 -1.0779  1.061
C8 1.0177 -4.3435 -1.5254  -0.232
O3 1.6892 -1.7212 -2.2242  -0.319
O4 2.7203 -1.4300 1.0348  -0.020
C9 2.5344 -0.0146 0.8500  -0.144
C10 2.9872 0.6869 2.1650  -0.676
O5 4.1127 0.3473 2.5365  0.015
O6 2.2517 1.5191 2.7687  -0.062
C11 1.2093 0.4528 0.2407  -0.131
C12 1.1970 1.9790 0.3400  -0.089
C13 0.8780 2.7852 -0.9423  -0.258
O7 1.7401 2.3326 -1.9806  -0.215
Si1 1.8138 3.3026 -3.3566  0.448
C14 0.4656 2.9607 -4.6372  -0.161
C15 3.4637 2.8762 -4.1937  -0.164
C16 1.8425 5.1594 -3.0323  -0.167
N3 -0.0435 -0.3342 0.5767  -0.029
C17 -0.8920 -0.5571 -0.6615  -0.098
C18 -1.0297 0.5088 -1.7553  -0.138
C19 -1.8010 -0.1002 -2.9808  -0.400
C20 -0.9172 -0.9953 -3.8785  -0.064
C21 -3.1520 -0.7375 -2.6290  -0.066
C22 -0.8988 0.3747 1.5801  -0.095
C23 -1.8271 1.5191 1.1154  -0.148
C24 -2.2722 2.3147 2.3710  -0.404
C25 -2.9111 3.6667 1.9735  -0.060
C26 -3.1466 1.4841 3.3289  -0.060
H1 -2.3476 -2.1887 2.2987  0.052
H2 -2.9185 -2.2800 0.6339  0.070
H3 -2.5995 -3.7366 1.5220  0.093
H4 -0.9366 -3.0874 -0.2645  0.097
H5 -0.4068 -3.7885 1.1683  0.113
H6 0.5674 -0.2266 3.8872  0.114
H7 1.1870 -4.7041 3.7794  0.085
H8 0.8464 -3.8873 5.2820  0.086
H9 2.0391 -3.2150 4.1384  0.097
H10 -0.3971 -2.0704 5.3993  0.092
H11 -1.5871 -1.6848 4.1864  0.065
H12 -1.5665 -3.3140 4.9835  0.095
H13 0.1606 -4.0392 -2.1311  0.029
H14 0.6981 -4.7691 -0.5653  0.031
H15 1.6256 -5.1154 -2.0013  0.037
H16 2.0228 -2.0584 -3.0599  0.050
H17 3.3109 0.2734 0.1263  0.172
H18 1.3561 0.2436 -0.8303  0.126
H19 0.6625 2.4439 1.1686  0.117
H20 2.2310 2.3008 0.4992  0.136
H21 1.1616 3.8214 -0.6942  0.117
H22 -0.1843 2.8309 -1.2134  0.092
H23 -0.5385 2.9410 -4.2017  0.022
H24 0.7035 2.0413 -5.1843  0.029
H25 0.5366 3.7671 -5.3795  0.036
H26 4.2755 3.3527 -3.6334  0.033
H27 3.6130 1.8003 -4.3180  0.028
H28 3.4830 3.3278 -5.1961  0.033
H29 2.2562 5.6972 -3.8902  0.038
H30 2.4210 5.4340 -2.1433  0.038
H31 0.8050 5.5016 -2.9018  0.035
H32 -1.9117 -0.7702 -0.3420  0.105
H33 -0.4876 -1.3792 -1.2570  0.109
H34 -1.5711 1.4249 -1.5184  0.098
H35 -0.0773 0.8097 -2.2086  0.096
H36 -2.0225 0.7865 -3.5955  0.124
H37 -0.8613 -1.9893 -3.4138  0.065
H38 0.0825 -0.5764 -3.9968  0.068
H39 -1.4128 -1.1098 -4.8465  0.083
H40 -3.7932 -0.0876 -2.0292  0.084
H41 -3.6395 -1.0351 -3.5642  0.084
H42 -2.9857 -1.6802 -2.0848  0.073
H43 -0.2476 0.8383 2.3289  0.123
H44 -1.6223 -0.3029 2.0424  0.111
H45 -1.4122 2.2454 0.4190  0.089
H46 -2.7409 1.1031 0.6650  0.124
H47 -1.3447 2.5677 2.9083  0.136
H48 -3.6313 3.9284 2.7570  0.071
H49 -2.1784 4.4747 1.9187  0.079
H50 -3.4659 3.6187 1.0296  0.079
H51 -3.6575 2.1062 4.0683  0.079
H52 -2.4990 0.7917 3.8806  0.067
H53 -3.9009 0.9045 2.7813  0.087

## Properties
Lowest unoccupied orbital energy (eV): 0.056
Gap between HOMO and LUMO (eV): 7.4
HOMO energy (eV): -7.34
Spin multiplicity: 1

---

- The lowest HOMO energy belongs to which entry?
  C39H104O13

---

- Which of these has the highest lowest unoccupied orbital energy?
  C39H104O13